# C13H24NO3Rb

C13H24NO3Rb as an isolated structure (ωB97M-V/def2-TZVPD, the Open Molecules 2025 dataset).

Summary:
- HOMO-LUMO gap (eV) = 3.890
- E_HOMO (eV) = -4.43
- calculated total energy (Eh) = -814.2174

Atoms and positions in Å:
Rb  -1.177426  1.497702  2.048847
C  0.147437  -1.349774  -0.786951
C  0.655425  -1.726917  0.619489
C  1.469295  -3.034855  0.498654
C  2.847237  -2.843249  -0.104190
C  3.601758  -1.798030  0.699612
C  2.840776  -0.455858  0.844667
N  1.427370  -0.620795  1.173151
O  1.110134  -0.277560  2.513569
C  3.039654  0.371046  -0.427528
C  3.548122  0.293912  1.973763
C  -0.561646  -2.068680  1.454407
H  -0.515600  -2.130471  -1.180151
H  0.950499  -1.178155  -1.498952
H  -0.456941  -0.436399  -0.746182
H  0.881465  -3.765615  -0.068253
H  1.567523  -3.396367  1.528132
H  2.813925  -2.503679  -1.142278
H  3.344863  -3.814698  -0.046082
H  4.514731  -1.567566  0.116797
H  4.070306  -2.180466  1.610209
H  2.497003  0.036083  -1.313641
H  4.104003  0.407527  -0.674445
H  2.656147  1.384424  -0.270507
H  4.593901  0.445484  1.672612
H  3.594981  -0.285959  2.891372
H  3.077949  1.253680  2.171674
H  -1.174990  -1.202342  1.681555
H  -0.293011  -2.544228  2.397215
H  -1.146105  -2.812503  0.904956
O  -2.402220  1.902264  -0.445786
C  -3.294597  2.483143  -0.997624
O  -3.291728  3.824573  -1.110716
C  -4.460179  4.286780  -1.814880
C  -5.473157  3.139141  -1.736998
C  -4.591331  1.894928  -1.536419
H  -4.149303  4.568285  -2.821119
H  -4.820415  5.186137  -1.320193
H  -6.106003  3.105363  -2.619168
H  -6.103647  3.274777  -0.858188
H  -4.383893  1.431762  -2.500054
H  -4.952320  1.207168  -0.780387

Forces on atoms 1 to 2 (eV/Å):
Rb 0.97 -0.55 0.02
C -0.46 0.09 -0.05